Record 1
ORCA calculation (ωB97M-V/def2-TZVPD) on a structure of composition C25H22AlBBr2N4O2.

XYZ file:
```
57
Properties=species:S:1:pos:R:3
C 1.60968 0.37750 2.48613
O 1.36792 4.77518 -1.49109
N 2.12401 2.71162 -3.12428
C 0.89223 2.77889 -3.55395
H -2.01154 2.56626 0.07929
H -3.32706 4.40787 -3.55942
N 0.40708 0.82315 2.06309
C 2.28335 -1.27541 -0.69059
H 4.19631 -0.65905 2.55218
H 3.96742 -2.40252 -1.36645
H -3.72106 3.78395 -1.19145
B -4.18530 -0.21054 -0.21226
C 3.91575 3.19103 0.62160
H -0.80863 2.02767 4.94010
C 1.06502 5.96323 -0.75349
N -1.49662 -0.36678 0.02963
H 2.64261 4.88637 0.89649
H 0.59011 5.71378 0.19708
C 4.25362 -1.56959 0.60676
C 3.70985 2.01938 -1.45129
C -1.35908 3.57573 -3.57782
H 5.15011 1.51936 0.05584
C 3.65927 -0.83663 1.63305
C -1.81170 2.86601 -0.94280
H 0.82471 2.74359 -4.63672
H 2.81883 2.57507 -3.84975
H 4.39967 3.33146 1.57927
C -0.34153 2.92657 -2.84872
H 2.97232 0.15803 4.13214
H -4.31102 0.83794 -0.80748
C -0.43575 1.39247 2.93473
H -4.56705 -0.14923 0.93196
Br 1.65035 1.35147 6.46636
H -1.40038 1.70181 2.55274
C 2.30312 3.94640 -1.00497
H -1.17277 3.84144 -4.61062
C 4.32957 2.16584 -0.22206
C 3.54554 -1.81030 -0.56777
C 2.91859 4.07437 0.23982
H 1.69752 -1.42803 -1.58821
C -0.59661 2.52404 -1.52327
C -0.10470 1.57192 4.25997
Al 0.08438 0.45633 0.20129
O 0.30727 1.79142 -0.84852
Br 5.98158 -2.21517 0.81045
H 4.02917 1.24666 -2.14233
C -2.66318 -0.34441 -0.09282
C -2.56014 3.90125 -2.99329
C 2.38447 -0.35387 1.44566
H -4.59591 -1.16200 -0.81705
N 1.71507 -0.55406 0.28754
C 2.68926 2.88061 -1.82301
C 2.01549 0.52424 3.79250
C 1.14465 1.14037 4.69394
C -2.77682 3.54745 -1.66366
H 0.37014 6.52146 -1.37259
H 1.96773 6.55101 -0.58613
```

Values from the calculation:
Spin multiplicity: 1
E_LUMO, eV: -7.2
Net charge: +2
Molar mass, g mol⁻¹: 608.08
Highest occupied orbital energy, eV: -14.329

Record 2
ORCA calculation (ωB97M-V/def2-TZVPD) on a structure of composition C25H22Br2ClN4O6Ru.

XYZ file:
```
61
Properties=species:S:1:pos:R:3
H 1.94966 -0.02668 4.58056
H 3.51473 5.03985 -1.74165
C 1.06533 -1.74616 1.79816
C 1.94160 3.66761 -1.06825
C -0.96104 0.37740 3.80571
C 2.61185 -1.97165 4.12207
H 1.05995 -2.85591 -2.74231
N -0.03634 0.17627 2.78703
C -2.50534 1.89409 0.88037
O -3.74412 2.10249 0.94552
C -5.26646 -2.58270 -2.63077
C 2.65708 0.21622 -0.27770
C 2.41974 4.87809 -1.63356
H 3.10415 -3.91185 3.38027
H 4.55412 -0.77521 -0.10945
C 1.78320 -2.91000 2.03047
C 4.02316 0.11622 -0.37381
C 4.73858 1.25048 -0.70379
H -5.69254 -2.11142 -1.73257
C 0.15307 5.52330 -2.13985
N -0.53364 0.66389 1.59433
H -2.81828 -2.87556 -4.23930
H -2.07712 -4.48587 -1.77289
C -0.31203 4.34726 -1.55858
H -5.75652 -3.55819 -2.79661
H -5.46070 -1.90620 -3.45759
O -1.77294 2.34265 -0.11156
O -0.91946 -3.19094 -2.93728
C -2.19378 0.82246 3.22647
H 3.20621 -2.01011 5.04659
H -0.54736 6.25067 -2.51658
C 1.90300 -0.82825 3.85128
H 1.78672 -3.71620 1.29959
Br 6.61989 1.24863 -0.96491
Ru 0.16770 1.75831 -0.03875
C -1.98490 -4.18169 -2.83988
H -3.87345 -4.33272 -3.79272
C -3.20045 -3.53678 -3.42357
H -4.20481 1.56160 2.32471
Cl -0.40342 0.22857 5.36563
O -3.59015 0.36938 5.03715
C 1.53203 5.79982 -2.16794
N 0.61515 3.44252 -1.08684
C -1.83216 1.10081 1.88550
H 1.98203 -0.64695 -0.18018
N 2.10666 1.44537 -0.41622
H -1.32280 4.00045 -1.45357
H -1.62471 -5.07176 -3.39933
O -4.51529 1.39427 3.27734
C 2.58517 -3.01477 3.22793
C 4.14726 2.46159 -0.94143
C -3.46649 0.86194 3.92479
C 2.75837 2.54174 -0.71705
C 0.30790 -3.51705 -2.24439
H 0.29550 -3.24104 -1.20517
H 4.61201 3.34139 -1.33386
O -3.88732 -2.76078 -2.42366
Br 2.25715 7.49770 -2.51999
H 0.59729 -4.57490 -2.32540
C 0.99785 -0.74238 2.78715
H 0.44952 -1.63930 0.84033
```

Values from the calculation:
Spin multiplicity: 6
E_LUMO (alpha / beta), eV: -6.0 / -11.2
Net charge: +2
⟨S²⟩: 8.787
Molar mass, g mol⁻¹: 770.80
Highest occupied orbital energy (alpha / beta), eV: -10.615 / -14.095

Record 3
ORCA calculation (ωB97M-V/def2-TZVPD) on a structure of composition C25H22ClN4O4STl.

XYZ file:
```
58
Properties=species:S:1:pos:R:3
H 6.51480 -3.61632 2.28081
H -3.76959 4.67583 -2.06449
C -1.37899 -1.26460 -3.14616
C 5.14396 -2.11375 1.69926
H -1.91519 -1.15387 -5.21768
C -1.79619 -1.59250 -1.86116
H -1.10095 -1.53947 -1.02994
C -3.69817 2.10448 0.13030
C 3.37572 -2.66805 0.20148
C 5.63961 -3.38457 1.69215
C -2.45117 2.33275 0.69836
H 2.21618 -0.98800 5.44671
C 0.91026 1.05686 3.20724
C 1.36669 -1.14912 3.45416
C 4.98730 -4.34908 0.91642
H 1.39372 -2.18426 3.16255
C 0.03413 -0.83490 -3.38840
C -4.17839 2.94230 -0.86521
H -4.29334 1.26389 0.46402
H 0.17953 3.08844 3.31620
H -4.26384 -1.86261 -4.82192
C -3.09514 -2.02232 -1.64282
O 0.81087 -1.45258 -4.05310
C -3.40255 4.01196 -1.29199
C -2.25503 -1.38334 -4.21582
C 1.45684 0.87590 4.44435
H -2.07529 1.65779 1.45626
O 0.20705 -1.56704 1.06714
H -0.80911 1.01209 -1.25587
Cl -5.61104 -2.60507 -2.43933
H 5.35006 -5.36804 0.88600
H -5.15087 2.76354 -1.30551
C 1.76056 -0.51541 4.59270
C -2.15567 4.23432 -0.72736
C -1.66791 3.39987 0.27389
N 0.85350 -0.19367 2.60716
H -0.07794 2.22843 -2.32814
C -3.97035 -2.09845 -2.71439
H 3.34669 -4.70657 -0.40833
C 3.88115 -3.98889 0.19645
S 2.02107 -2.21341 -0.71677
H -1.55021 5.06573 -1.07216
H 0.33409 4.08683 0.08267
H 1.65896 1.66400 5.15241
Tl 2.23025 0.73975 -0.41081
C -3.56443 -1.78546 -4.00108
C -0.54776 1.24862 -2.28881
H -1.44995 1.25350 -2.89713
N 0.30783 2.45387 1.35415
H -0.38271 4.42919 1.66240
O 3.67238 -0.49441 1.07348
C -0.30090 3.67217 0.86869
O 0.43116 0.32376 -2.80006
N 0.20522 -0.42011 1.38126
N 4.05285 -1.76234 0.97942
H 5.56890 -1.29958 2.26526
C 0.42697 2.29213 2.60252
H -3.42562 -2.30019 -0.65148
```

Values from the calculation:
Spin multiplicity: 1
Relative energy (zero: lowest compared OMol25 entry of this formula, charge and spin), eV: 0.947
E_LUMO, eV: -0.8
Molar mass, g mol⁻¹: 714.38
Highest occupied orbital energy, eV: -7.237

Record 4
ORCA calculation (ωB97M-V/def2-TZVPD) on the molecule C25H22F4N2O3.

XYZ file:
```
56
Properties=species:S:1:pos:R:3
C -1.17613 -2.30587 -0.29704
N 1.07104 0.34460 0.75769
C -0.97608 -0.47427 1.58566
H 2.72558 -3.56468 -0.08645
H 1.43709 -2.69845 -3.47905
C -4.74743 0.18584 -0.20045
C 1.78375 -3.27599 -2.62496
F 0.28984 -1.79088 3.09155
H -0.72866 -2.37720 -2.34989
H 2.88798 0.96157 2.56077
O 0.11968 1.54359 2.48333
C 0.09705 0.64954 1.69040
C -2.45506 0.97441 0.39433
H 5.31855 4.74624 0.26179
H -7.54891 1.91486 -0.96066
F -1.24674 -0.55723 3.95933
O -1.49788 1.48250 -0.15047
C -5.67637 2.79364 -0.43482
H 1.53764 -4.32059 -2.79732
C -0.45948 -1.27747 0.41696
F -1.78239 -2.31620 2.86865
H -3.08469 -0.48405 1.71919
C -0.39032 -2.90240 -1.45057
C 3.51608 2.58327 -0.87104
H -6.71982 -0.40245 -0.76502
C 1.51267 -1.30299 -1.11293
H 1.21359 -3.30476 0.78225
C 0.71587 -0.74335 0.00236
C -4.36193 2.54285 -0.08149
O -2.32888 -2.61306 -0.05757
H 2.58026 -1.19608 -0.90784
H -0.68565 -3.94723 -1.55980
C -0.93548 -1.27990 2.88320
C -6.05907 0.42711 -0.56685
C 4.16772 2.23389 1.40269
H 4.84557 2.41996 2.22253
C 3.07302 1.41355 1.59888
F -3.55586 3.58487 0.16676
C 2.19921 1.17626 0.54722
C 1.13569 -2.78218 -1.32941
C 4.40824 2.82432 0.16725
C 5.58441 3.72963 -0.02873
C -3.87833 1.24526 0.05217
C 1.64247 -3.63111 -0.16138
N -2.29994 0.05830 1.38876
C -6.52392 1.72796 -0.67930
H -6.01433 3.81465 -0.51563
H 1.37545 -4.67403 -0.31279
H 1.29408 -0.73905 -2.02483
C 2.41349 1.77036 -0.68819
H -4.38069 -0.82909 -0.13881
H 3.67951 3.04733 -1.83265
H 6.42395 3.41470 0.58644
H 5.89390 3.74741 -1.07082
H 2.86595 -3.18606 -2.56663
H 1.70472 1.61818 -1.48679
```

Values from the calculation:
Spin multiplicity: 1
Relative energy (zero: lowest compared OMol25 entry of this formula, charge and spin), eV: 0.000
E_LUMO, eV: 0.3
SMILES string: Cc1ccc(N2C(=O)[C@](NC(=O)c3ccccc3F)(C(F)(F)F)C3=C2CC(C)(C)CC3=O)cc1
Molar mass, g mol⁻¹: 474.45
Highest occupied orbital energy, eV: -8.679